29
Properties=species:S:1:pos:R:3:forces:R:3 method="wB97M-V/def2-TZVPD" homo_lumo_gap_ha="0.377 / 0.199" lumo_energy_ev="0.2 / -4.6" homo_ev="-10.046 / -10.039" e_tot_ha=-723.4356 multiplicity=2 relative_energy_kcal_mol=43.8
O 0.744979 3.248999 -0.543385 0.47 0.27 0.31
C -0.112293 2.404307 -0.371249 0.65 0.76 -0.41
N -1.123120 2.280777 -1.225540 -0.91 -1.22 -0.23
C -1.886225 1.059433 -1.529756 1.09 -0.12 0.13
C 0.011736 1.630416 0.954885 1.06 -0.30 -0.86
N 0.736294 0.393614 0.827585 -2.29 -1.10 -0.09
C 1.172090 -0.333537 2.007667 0.31 -1.26 0.87
O 0.175974 -1.209297 2.454237 -0.99 0.84 -0.46
H -1.061749 2.897940 -2.006656 0.30 0.58 -0.21
H -1.351283 0.197159 -1.123076 -0.59 0.03 0.29
H -1.829084 0.879541 -2.599724 -0.23 0.23 -0.14
H -2.900107 1.158783 -1.191702 -0.37 -0.36 0.19
H 0.687404 2.269640 1.514611 -0.45 0.27 0.62
H -0.972036 1.467597 1.402519 -0.05 -0.22 0.23
H 0.347920 -0.321127 0.170645 0.27 0.20 -0.33
H 1.365748 0.367574 2.808348 0.48 0.10 0.04
H 1.975975 -1.020864 1.749087 0.79 0.80 -0.24
H 1.081813 -2.323656 -0.570190 1.11 -0.09 0.13
H 2.563793 -1.784552 -0.207606 -0.66 -1.18 -0.73
O 2.085835 -2.454070 -0.765655 -0.40 1.38 0.70
H -1.882907 -1.491177 0.372619 -0.51 0.10 0.80
H -2.413870 -0.734108 1.706550 -0.19 -0.74 -1.23
O -2.685643 -1.058166 0.812276 0.40 0.67 0.68
H -0.150918 -1.747161 1.650449 0.22 -0.03 -0.18
H -0.408388 -3.106304 0.120939 -0.30 0.33 -0.12
O -0.447322 -2.139694 0.050673 0.73 0.03 0.38
H 1.883957 -0.949121 -1.933215 0.60 0.91 -0.62
H 2.332262 0.575621 -2.019184 0.61 1.32 1.23
O 2.059156 -0.158561 -2.516146 -1.14 -2.19 -0.73

25
Properties=species:S:1:pos:R:3:forces:R:3 method="wB97M-V/def2-TZVPD" homo_lumo_gap_ha=0.381 lumo_energy_ev=0.5 homo_ev=-9.919 e_tot_ha=-443.0348 smiles=CC[C@H](C)N.O.O.O relative_energy_kcal_mol=26.6
C -1.564776 1.518132 -0.045986 0.61 -0.94 -1.54
C -1.188633 0.118375 -0.726100 0.28 0.92 1.06
C -0.034714 0.065722 -1.738636 0.77 1.36 0.84
C 0.287834 -1.336916 -2.185265 0.81 -0.18 -1.37
N 1.150931 0.779020 -1.116606 -1.34 -0.92 0.19
H -0.716034 2.169889 -0.334445 -0.74 0.10 0.69
H -2.497713 1.875024 -0.477740 0.15 0.27 -0.29
H -1.795409 1.461656 1.024945 0.65 -0.12 -0.19
H -2.080914 -0.303344 -1.172465 -0.08 -0.46 0.12
H -0.785831 -0.505689 0.085521 -0.54 -0.31 -0.12
H -0.211711 0.640824 -2.632694 -0.62 0.27 -0.39
H 1.071884 -1.201979 -2.970118 -0.36 -0.45 0.54
H 0.670121 -2.050891 -1.452004 -0.05 0.36 0.31
H -0.543167 -1.814860 -2.702576 -0.23 0.04 0.06
H 1.982295 0.632978 -1.672371 0.10 -0.11 -0.08
H 1.267786 0.262013 -0.248230 0.61 0.22 0.13
O 2.197139 -2.655129 3.411416 -0.43 0.14 0.20
H 1.414237 -2.400936 2.906946 0.08 -0.16 -0.21
H 1.809792 -2.813362 4.281767 0.28 -0.07 -0.01
O -0.908372 -2.444052 2.053496 0.09 0.22 -0.24
H -1.376274 -2.729813 1.262065 -0.07 -0.35 0.06
H -0.681202 -1.542620 1.805187 0.03 0.19 0.26
O 0.668129 4.217395 1.056855 -1.68 1.04 1.71
H 0.620360 3.268808 1.017035 1.00 -0.11 -0.99
H 1.244242 4.789757 0.570001 0.71 -0.93 -0.74

26
Properties=species:S:1:pos:R:3:forces:R:3 method="wB97M-V/def2-TZVPD" homo_lumo_gap_ha=0.368 lumo_energy_ev=0.3 homo_ev=-9.707 e_tot_ha=-518.2954 smiles=CC[C@H](N)CO.O.O.O relative_energy_kcal_mol=5.8
C -0.973558 -1.377646 -1.060659 -0.07 -0.32 -0.88
C -0.012854 -0.351578 -0.472743 -0.95 -0.49 0.22
C -0.071762 -0.253985 1.057101 1.34 0.71 -0.02
N -1.400987 -0.226132 1.613835 -0.70 0.06 -0.04
C 0.798501 0.993162 1.443980 -1.05 -0.18 0.87
O 0.520237 1.378211 2.800053 0.13 -0.01 -0.09
H -1.996201 -1.026545 -1.196576 -0.04 0.11 0.70
H -0.944300 -2.305943 -0.487893 -0.21 0.00 0.01
H -0.725618 -1.630691 -2.100915 0.45 -0.01 0.23
H -0.240492 0.621360 -0.910856 0.31 0.10 -0.03
H 0.990648 -0.670841 -0.740740 0.15 0.23 -0.10
H 0.427337 -1.123462 1.495170 -0.06 -0.15 -0.11
H -1.854481 0.666575 1.444015 0.07 0.07 -0.03
H -1.379189 -0.339851 2.623447 0.16 0.12 -0.21
H 0.486093 1.856371 0.855247 0.10 -0.07 -0.25
H 1.864873 0.817790 1.299109 0.05 -0.06 -0.12
H 1.219709 1.116901 3.401491 0.14 -0.11 -0.12
O 1.350351 2.432283 -2.550195 -0.34 0.21 -0.02
H 2.288149 2.419540 -2.733473 0.45 0.04 0.13
H 1.054699 1.627711 -2.977459 -0.20 -0.22 -0.04
O -3.992467 -1.486455 0.475550 0.18 0.15 0.22
H -3.250275 -1.077514 0.961819 -0.08 -0.22 -0.22
H -3.568255 -2.194991 -0.017062 -0.06 -0.01 0.02
O 3.190683 0.389265 -1.642202 -0.09 -0.61 0.51
H 3.598079 -0.480195 -1.704730 0.40 0.00 -0.41
H 2.621081 0.226660 -0.875316 -0.07 0.65 -0.22

28
Properties=species:S:1:pos:R:3:forces:R:3 method="wB97M-V/def2-TZVPD" homo_lumo_gap_ha=0.345 lumo_energy_ev=0.1 homo_ev=-9.326 e_tot_ha=-1314.6048 smiles=CN[C@@H](CO)CSS.O.O.O relative_energy_kcal_mol=43.8
C -0.116379 0.391911 2.190356 -1.61 1.25 -1.12
N 0.639272 0.550557 0.954693 2.99 0.31 -0.23
C 0.695376 -0.514309 -0.096137 1.63 1.02 1.86
C 1.328737 -1.882710 0.273484 -0.36 -1.54 1.70
O 2.497263 -1.834903 1.072740 1.57 1.20 -1.02
C -0.681483 -0.801332 -0.530250 -2.43 1.88 -2.53
S -0.482128 -1.123686 -2.417449 -1.28 -1.28 1.35
S -1.925128 -2.599947 -2.765669 1.07 -0.24 0.08
H 0.408449 -0.084628 3.040609 -0.67 -0.52 -0.61
H -1.165857 0.045861 1.821569 1.75 0.09 1.51
H -0.274709 1.457432 2.493740 -0.14 -0.84 0.21
H 1.616407 0.909106 1.207326 -1.78 -0.99 -0.69
H 1.388097 -0.096494 -0.870547 -0.79 -0.10 0.27
H 0.714320 -2.600223 0.927618 -0.01 1.47 -1.01
H 1.516635 -2.468272 -0.621132 -0.02 0.11 -0.46
H 3.253642 -1.483200 0.528908 -1.06 -0.51 0.83
H -1.072713 -1.502012 0.204167 -0.42 -0.83 -0.99
H -1.481672 0.055196 -0.633091 2.04 -1.14 0.89
H -3.024789 -1.922158 -3.049369 -0.30 0.67 -0.08
O 4.046769 0.821540 -2.341389 1.66 -0.35 -0.32
H 3.290278 1.204872 -1.983170 -1.75 1.96 1.37
H 3.603802 0.077936 -2.703582 0.05 -1.63 -1.05
O -1.180257 2.783042 0.081540 -2.42 1.39 -0.79
H -0.376871 2.354196 -0.127441 1.39 -0.93 0.82
H -1.395767 2.917494 1.005955 0.82 -0.45 0.07
O -4.133838 1.860408 1.085131 -0.17 1.35 0.32
H -3.941698 0.983267 0.789646 0.34 -0.58 -0.54
H -3.745760 2.501056 0.461745 -0.09 -0.77 0.18

26
Properties=species:S:1:pos:R:3:forces:R:3 method="wB97M-V/def2-TZVPD" homo_lumo_gap_ha=0.343 total_charge=-1 lumo_energy_ev=3.7 homo_ev=-5.667 e_tot_ha=-538.7450
C -1.227923 0.919442 2.336279 0.33 0.19 -3.18
O -1.885682 -0.233439 1.895678 1.37 -1.56 -1.68
C -0.212619 1.166421 1.224532 1.61 -0.76 -0.68
C -0.818806 1.030296 -0.174854 -0.49 2.23 -2.44
C -0.122145 2.040452 -1.185980 -0.24 -0.33 0.36
H -1.808089 1.804103 2.577500 -0.83 0.03 -0.29
H -0.711890 0.655131 3.157076 1.96 -0.49 3.44
H 0.608780 0.378444 1.216874 -1.31 0.58 0.54
H 0.475954 1.985619 1.311702 -0.34 1.38 0.15
H -1.869452 1.335071 -0.325954 0.03 -0.73 0.98
H -0.642821 0.020259 -0.563832 -0.51 0.39 0.17
H 0.817195 1.555439 -1.377367 0.80 0.64 -0.68
H 0.003401 2.969709 -0.705722 1.02 0.98 1.61
H -0.569893 2.585380 -2.054355 -0.41 -2.01 -0.23
H 0.791353 -0.121464 -2.432830 1.19 -0.74 -1.94
H 1.283140 -1.493315 -2.773018 -0.14 1.17 -0.85
O 1.295874 -0.579631 -3.190897 -0.84 0.08 2.28
H 2.989933 -1.955218 0.790993 0.35 -1.20 -0.68
H -1.007188 -0.692149 1.264966 -2.73 0.45 1.64
O 2.430996 -1.319293 1.185040 -2.16 1.30 1.42
H 0.108863 -2.137899 -0.991043 -0.59 0.93 2.89
H -0.407955 -2.166412 1.193440 -2.35 -3.57 2.87
O 0.044949 -1.639491 0.639854 1.80 2.68 -1.96
H 1.274515 -1.529658 1.167279 2.16 -0.03 -1.21
H -0.850871 -2.168612 -2.307411 1.38 -0.11 1.28
O 0.010380 -2.409184 -1.877951 -1.07 -1.48 -3.82

61
Properties=species:S:1:pos:R:3:forces:R:3 method="wB97M-V/def2-TZVPD" homo_lumo_gap_ha=0.311 lumo_energy_ev=-1.7 homo_ev=-10.177 e_tot_ha=-8093.2161 relative_energy_kcal_mol=0.0
Zn -0.145087 -2.667539 1.064590 0.43 0.93 -0.07
Zn 2.109211 1.359456 -2.664587 0.33 -2.16 0.70
C 0.301844 -4.263505 -3.025299 0.59 1.20 -0.57
F 0.170203 -4.402951 -4.341654 -0.41 -0.28 -0.06
F -0.042390 -5.370034 -2.401843 0.04 -0.18 0.10
F 1.598065 -3.980523 -2.820196 -0.04 -0.26 0.46
S -0.713858 -2.831146 -2.448942 -1.86 -1.10 0.13
O -0.203174 -1.682171 -3.168017 -1.93 -1.74 0.20
O -2.069141 -3.181724 -2.796949 0.77 0.16 0.26
O -0.448377 -2.794567 -1.017600 0.22 -0.14 -0.26
C -0.335370 1.916802 0.714205 -0.71 -0.43 -0.79
F -0.302371 2.985052 -0.108808 0.60 0.13 0.17
F 0.569305 1.982547 1.657241 0.22 0.32 -0.02
F -1.554952 1.892335 1.234255 0.18 -0.27 0.29
S -0.108094 0.409899 -0.347586 0.49 -0.64 0.86
O 0.003731 -0.662219 0.627652 -0.25 0.84 -0.13
O -1.288346 0.388889 -1.173923 0.23 0.16 -0.44
O 1.161917 0.579767 -1.051154 -0.54 0.59 0.37
C 4.410898 0.204154 0.681923 -0.66 0.06 -1.04
F 5.343319 1.126961 0.834656 0.18 0.01 0.14
F 4.612509 -0.812017 1.498510 0.07 0.07 0.23
F 3.216472 0.764806 0.936173 0.23 -0.18 0.17
S 4.421320 -0.451849 -1.076065 0.23 -0.75 -0.53
O 5.793579 -0.625201 -1.425698 0.07 0.34 0.22
O 3.644720 -1.673807 -1.046697 -0.49 0.21 0.43
O 3.764302 0.595391 -1.904969 -0.02 1.07 -0.06
C -1.259295 -0.685700 4.696779 1.07 -1.29 0.05
F -1.077320 0.344725 3.875652 -0.32 0.34 -0.02
F -1.226482 -0.284971 5.960058 0.16 0.39 0.07
F -2.446576 -1.245488 4.495545 -0.33 0.19 -0.47
S 0.088979 -1.975040 4.407732 -0.08 -0.55 0.00
O 1.335839 -1.371918 4.776308 -0.36 0.11 0.35
O -0.406904 -3.128494 5.112770 0.29 0.50 -0.07
O 0.057296 -2.177744 2.932631 -0.41 -0.08 -0.26
O 1.477587 -0.311315 -3.591023 0.74 1.71 -0.73
H 1.914394 -0.963612 -4.146241 0.17 0.17 0.08
H 0.531235 -0.733450 -3.359189 1.77 0.57 -0.12
O 1.787856 -3.046334 0.491344 0.26 -0.37 0.17
H 2.348109 -3.758789 0.816917 -0.05 0.06 0.13
H 2.374992 -2.488566 -0.070256 -0.19 0.16 -0.06
O -1.564609 1.011706 -4.320044 0.17 0.37 0.30
H -2.408176 1.384876 -4.599275 0.03 -0.08 -0.09
H -1.652667 0.877075 -3.361900 -0.07 -0.29 -0.09
O -0.359922 4.462855 3.310967 0.17 -0.21 0.27
H -0.718981 4.532300 4.201674 -0.06 0.03 -0.06
H 0.547867 4.165363 3.432950 -0.03 0.00 -0.04
O -1.609473 5.611199 1.117865 0.24 0.01 0.01
H -1.296010 5.238936 0.291346 -0.08 -0.01 -0.03
H -1.192294 5.066829 1.809594 -0.18 0.30 -0.18
O 0.569903 2.369203 -3.306524 -0.12 0.64 -0.64
H 0.070408 1.975548 -4.057185 -0.21 -0.28 0.21
H 0.088739 3.168689 -3.061905 0.25 0.01 0.22
O -3.908957 3.511349 1.765173 -0.13 -0.10 -0.01
H -3.641744 3.319057 2.668858 0.01 0.01 -0.02
H -3.697949 2.710512 1.274394 -0.10 -0.03 0.03
O -2.198013 -2.662808 1.047461 -0.57 -0.44 0.06
H -2.648826 -3.300113 0.476573 0.08 0.08 -0.07
H -2.747266 -1.868068 1.022705 0.19 0.11 0.14
O -3.946285 0.348833 -0.589533 0.13 -0.26 0.31
H -4.091122 0.984333 -1.294912 -0.03 -0.01 0.00
H -3.004568 0.112217 -0.656526 -0.40 0.31 -0.19

Repeat the fourth record exactly.
28
Properties=species:S:1:pos:R:3:forces:R:3 method="wB97M-V/def2-TZVPD" homo_lumo_gap_ha=0.345 lumo_energy_ev=0.1 homo_ev=-9.326 e_tot_ha=-1314.6048 smiles=CN[C@@H](CO)CSS.O.O.O relative_energy_kcal_mol=43.8
C -0.116379 0.391911 2.190356 -1.61 1.25 -1.12
N 0.639272 0.550557 0.954693 2.99 0.31 -0.23
C 0.695376 -0.514309 -0.096137 1.63 1.02 1.86
C 1.328737 -1.882710 0.273484 -0.36 -1.54 1.70
O 2.497263 -1.834903 1.072740 1.57 1.20 -1.02
C -0.681483 -0.801332 -0.530250 -2.43 1.88 -2.53
S -0.482128 -1.123686 -2.417449 -1.28 -1.28 1.35
S -1.925128 -2.599947 -2.765669 1.07 -0.24 0.08
H 0.408449 -0.084628 3.040609 -0.67 -0.52 -0.61
H -1.165857 0.045861 1.821569 1.75 0.09 1.51
H -0.274709 1.457432 2.493740 -0.14 -0.84 0.21
H 1.616407 0.909106 1.207326 -1.78 -0.99 -0.69
H 1.388097 -0.096494 -0.870547 -0.79 -0.10 0.27
H 0.714320 -2.600223 0.927618 -0.01 1.47 -1.01
H 1.516635 -2.468272 -0.621132 -0.02 0.11 -0.46
H 3.253642 -1.483200 0.528908 -1.06 -0.51 0.83
H -1.072713 -1.502012 0.204167 -0.42 -0.83 -0.99
H -1.481672 0.055196 -0.633091 2.04 -1.14 0.89
H -3.024789 -1.922158 -3.049369 -0.30 0.67 -0.08
O 4.046769 0.821540 -2.341389 1.66 -0.35 -0.32
H 3.290278 1.204872 -1.983170 -1.75 1.96 1.37
H 3.603802 0.077936 -2.703582 0.05 -1.63 -1.05
O -1.180257 2.783042 0.081540 -2.42 1.39 -0.79
H -0.376871 2.354196 -0.127441 1.39 -0.93 0.82
H -1.395767 2.917494 1.005955 0.82 -0.45 0.07
O -4.133838 1.860408 1.085131 -0.17 1.35 0.32
H -3.941698 0.983267 0.789646 0.34 -0.58 -0.54
H -3.745760 2.501056 0.461745 -0.09 -0.77 0.18